1.
Formula: C6H17N2
Source: the OMol25 dataset
Level of theory: wB97M-V/def2-TZVPD

Positions of all 25 atoms, in Å:
C  -0.77186  -2.68220  -1.70403
N  -1.24961  0.38086  -0.61652
C  -1.21166  1.45783  0.32692
C  0.02022  2.36365  0.10437
C  1.36570  1.61911  0.21345
C  1.72085  1.26274  1.65809
C  0.22571  -2.40847  -0.55940
N  -0.28403  -1.55396  0.45971
H  -0.30060  -3.26626  -2.48968
H  -1.66337  -3.18661  -1.33186
H  -1.07665  -1.73455  -2.14678
H  -1.21507  1.06797  1.36361
H  -2.09755  2.09811  0.27905
H  -0.07557  2.76763  -0.90525
H  0.02150  3.18148  0.82203
H  2.16286  2.20795  -0.23363
H  1.25839  0.69000  -0.34829
H  1.75595  2.15646  2.28045
H  1.01741  0.55346  2.09127
H  2.70107  0.78351  1.69130
H  1.13329  -1.95119  -0.95829
H  0.54170  -3.35202  -0.09565
H  -2.23053  0.17708  -0.85326
H  -0.95064  -2.07110  1.04678
H  -0.79750  -0.56149  -0.09439

Cartesian forces, eV/Å:
-0.408 0.054 0.011
-0.966 0.288 -0.021
0.459 0.897 0.378
0.795 -0.706 -0.348
-0.711 -0.215 0.506
0.257 0.032 -0.261
0.649 0.496 -0.582
0.071 -0.294 0.536
0.063 -0.150 0.142
0.070 -0.138 -0.058
0.084 -0.006 0.012
0.109 -0.054 -0.087
-0.346 -0.459 -0.129
-0.056 0.165 0.097
-0.335 0.086 0.041
-0.035 0.026 -0.101
0.308 -0.002 -0.276
0.011 -0.025 0.077
-0.125 0.038 0.072
-0.024 0.074 0.078
-0.134 0.103 -0.079
-0.373 -0.090 0.229
0.211 -0.124 0.020
-0.368 0.243 -0.262
0.794 -0.241 0.005

Output
Multiplicity: 1
HOMO-LUMO gap, eV: 6.42
Net charge: +1
Energy above the lowest of the compared OMol25 structures with the same formula, charge and spin, kcal/mol: 123.5
Calculated total energy, hartree: -347.89405

---

2.
Formula: C10H16
Source: the OMol25 dataset
Level of theory: wB97M-V/def2-TZVPD

Positions of all 26 atoms, in Å:
C  2.74770  -1.82075  0.60532
C  1.93714  -2.39630  1.76455
H  2.93448  -2.52899  -0.19007
H  2.22608  -0.98477  0.13816
H  3.62491  -1.32155  1.01486
H  0.91213  -2.02947  1.84147
H  1.86274  -3.47642  1.91903
H  2.37275  -2.05902  2.71613
C  0.22064  1.98279  -1.14620
C  -0.60539  3.21083  -1.57625
C  -0.58706  0.87373  -0.58610
C  -0.35032  0.25944  0.65254
C  -1.64178  0.29230  -1.36909
C  -1.24678  -0.59497  1.25474
C  -2.55639  -0.57561  -0.78447
C  -2.41576  -0.99399  0.53178
H  0.76444  1.61414  -2.03883
H  1.02679  2.27335  -0.47331
H  0.08676  4.06421  -1.64610
H  0.54377  0.55204  1.20067
H  -1.89955  0.78278  -2.30510
H  -1.07920  -1.06179  2.22025
H  -3.38741  -0.94870  -1.37734
H  -3.14446  -1.65575  0.96608
H  -1.29643  3.42172  -0.76653
H  -1.04978  3.12075  -2.56618

Cartesian forces, eV/Å:
-0.599 0.580 0.249
-0.284 0.229 1.450
0.457 -0.169 -0.031
-0.399 -0.140 -0.029
0.513 -0.537 -0.319
0.019 0.013 -0.542
0.295 -0.074 -0.691
0.087 0.037 -0.112
0.329 -0.448 -0.647
1.270 0.262 0.429
-0.420 -0.696 0.457
0.266 0.999 0.127
-0.196 0.769 -0.296
-0.457 -0.952 -0.317
0.135 -0.194 0.290
0.089 0.325 -0.380
-0.046 0.032 -0.223
-0.152 0.121 0.345
-0.159 0.015 -0.031
0.025 0.089 0.104
0.096 -0.308 -0.057
0.240 0.264 0.054
-0.068 0.078 0.029
-0.124 -0.193 0.177
-0.513 0.144 -0.236
-0.404 -0.244 0.199

Output
Multiplicity: 2
HOMO-LUMO gap (spin up / spin down), eV: 2.99 / 7.64
Net charge: -1
Energy above the lowest of the compared OMol25 structures with the same formula, charge and spin, kcal/mol: 9.7
<S²>: 0.757
Calculated total energy, hartree: -390.56781

---

3.
Formula: C45H36Cl2NO8RhS3
Source: the OMol25 dataset
Level of theory: wB97M-V/def2-TZVPD

Positions of all 96 atoms, in Å:
Rh  0.91177  0.42931  0.89315
C  -0.92204  -5.12678  6.23882
C  -0.76165  -4.28429  4.99987
C  -1.42108  -3.06616  4.87200
C  -1.27269  -2.29086  3.72899
C  -0.46216  -2.75704  2.70970
C  0.24100  -3.94888  2.82251
C  0.07690  -4.70675  3.96685
S  -0.36018  -1.78036  1.21123
O  -1.17160  -0.53070  1.49848
C  -1.45866  -2.77482  0.17633
C  -2.84153  -2.56219  0.35359
C  -3.72520  -3.26967  -0.39814
C  -3.26692  -4.16649  -1.39823
C  -4.17430  -4.88199  -2.21647
C  -3.72455  -5.69993  -3.21205
C  -2.33861  -5.83829  -3.44175
C  -1.43738  -5.18631  -2.64887
C  -1.87449  -4.34768  -1.59254
C  -0.95214  -3.65609  -0.74161
C  0.50481  -3.97387  -0.82095
C  0.94490  -5.27732  -0.41873
C  0.07255  -6.21236  0.19566
C  0.52950  -7.43391  0.60242
C  1.88167  -7.79102  0.41243
C  2.74771  -6.90410  -0.15899
C  2.30992  -5.62306  -0.57078
C  3.21677  -4.66853  -1.09483
C  2.79830  -3.41808  -1.40497
C  1.43775  -3.07821  -1.26828
S  0.97514  -1.36953  -1.61271
O  2.03325  -0.56041  -0.88151
C  1.42640  -1.40731  -3.34039
C  0.47932  -1.90590  -4.21817
C  0.76931  -1.94404  -5.57503
C  1.98972  -1.47686  -6.05204
C  2.30111  -1.48409  -7.52717
C  2.92211  -0.97882  -5.14048
C  2.64600  -0.93506  -3.78525
H  -1.77524  -4.79795  6.83048
H  -0.02867  -5.06028  6.86407
H  -1.06071  -6.17620  5.97660
H  -2.05543  -2.71134  5.67569
H  -1.76657  -1.33270  3.62385
H  0.92921  -4.25136  2.04196
H  0.62273  -5.63895  4.06909
H  -3.17154  -1.84308  1.09429
H  -4.79160  -3.14518  -0.25115
H  -5.23772  -4.75491  -2.04202
H  -4.42771  -6.23955  -3.83434
H  -1.98859  -6.46492  -4.25245
H  -0.37459  -5.29704  -2.82765
H  -0.96212  -5.94373  0.37169
H  -0.14732  -8.13019  1.08235
H  2.22972  -8.76509  0.73362
H  3.79235  -7.16460  -0.28912
H  4.26050  -4.93562  -1.21016
H  3.50186  -2.66725  -1.74186
H  -0.47867  -2.26075  -3.84631
H  0.03153  -2.32739  -6.27055
H  1.49350  -1.94308  -8.09616
H  3.22227  -2.03435  -7.72706
H  2.44305  -0.46576  -7.89411
H  3.87151  -0.60489  -5.50788
H  3.35265  -0.51377  -3.07911
C  5.55383  4.46995  1.33713
C  4.40962  3.81943  0.60410
C  3.34099  3.28191  1.31306
C  2.23934  2.76799  0.64580
C  2.20961  2.74741  -0.74374
C  3.29033  3.23550  -1.46549
C  4.37205  3.77401  -0.79021
S  0.76807  2.34654  -1.72605
O  1.22514  1.59929  -2.86143
O  0.09192  3.59209  -1.97359
N  -0.18501  1.35568  -0.80472
C  -1.46314  1.79775  -0.55419
C  -1.47623  2.64858  0.99173
O  -2.34629  3.47872  0.99036
O  -0.61080  2.20546  1.75042
H  6.06134  3.75293  1.98447
H  5.18142  5.27818  1.96691
H  6.28153  4.88407  0.64134
H  3.35696  3.28628  2.39686
H  1.35376  2.52934  1.23444
H  3.26317  3.20237  -2.54848
H  5.20263  4.18547  -1.35239
H  -2.14835  0.99052  -0.29701
H  -1.85779  2.51026  -1.27071
Cl  3.75366  -1.88362  4.54226
C  3.73568  -1.19366  2.91001
Cl  2.49605  0.12390  2.87169
C  3.45822  -2.37384  1.90202
O  4.48852  -2.90189  1.48632
O  2.24523  -2.60364  1.71587
H  4.69266  -0.72558  2.72475

Cartesian forces, eV/Å:
-0.477 -0.238 -0.599
0.064 0.082 -0.082
-0.040 0.013 0.071
0.043 -0.045 -0.009
-0.012 0.087 -0.112
0.099 0.036 0.071
-0.037 -0.201 -0.115
-0.031 0.037 0.000
-0.724 -1.067 0.513
0.395 0.286 -0.182
0.230 0.031 -0.114
0.005 0.133 0.109
-0.003 -0.041 -0.047
0.089 -0.052 0.006
-0.084 0.054 0.004
0.021 -0.015 -0.008
-0.006 0.015 0.011
0.069 -0.019 0.008
-0.095 0.130 0.007
0.024 -0.004 0.121
-0.067 0.056 -0.018
0.076 -0.019 0.045
-0.052 -0.024 -0.045
0.029 0.012 -0.001
-0.039 0.000 -0.011
0.057 -0.052 0.007
-0.121 0.047 0.008
0.077 -0.058 0.004
0.087 0.182 -0.057
-0.095 0.101 0.105
0.304 -0.696 -0.524
-0.088 0.216 0.360
-0.156 0.166 0.055
-0.057 -0.032 0.017
0.012 0.005 0.070
0.059 0.003 -0.069
-0.003 0.005 0.123
-0.062 -0.029 -0.065
0.151 0.091 0.066
0.008 -0.022 0.009
-0.027 -0.003 -0.002
-0.017 0.008 0.025
0.003 -0.012 -0.016
-0.028 -0.048 0.042
-0.168 -0.019 0.171
-0.029 0.035 -0.031
0.000 -0.042 -0.042
0.022 0.008 -0.024
0.061 -0.011 -0.024
0.016 0.028 0.018
-0.009 0.000 0.030
-0.035 -0.018 0.013
0.025 -0.010 -0.043
0.013 0.023 -0.016
-0.001 0.034 -0.010
-0.041 0.051 0.010
-0.044 0.011 0.083
-0.021 -0.034 0.040
0.045 0.032 -0.054
0.022 0.010 0.026
0.031 0.008 -0.011
-0.028 -0.004 -0.010
-0.017 -0.021 -0.006
-0.019 -0.005 0.038
-0.062 -0.005 -0.033
-0.076 -0.118 -0.078
0.018 0.009 0.021
0.161 -0.041 -0.085
-0.189 0.165 -0.176
-0.181 -0.032 0.017
0.013 -0.116 -0.086
0.033 0.011 0.090
-0.193 0.321 -0.240
0.108 -0.157 -0.048
-0.039 -0.062 0.131
0.385 0.336 0.440
0.119 -0.207 -0.583
0.008 0.218 0.524
0.232 -0.345 -0.070
0.022 0.099 0.041
0.011 0.015 -0.011
0.036 0.021 0.016
0.017 -0.006 0.022
-0.052 0.032 -0.026
0.030 0.307 -0.018
0.036 0.032 0.065
-0.031 -0.030 -0.008
0.061 0.009 0.152
-0.079 0.081 0.103
0.013 0.159 0.024
0.192 -0.695 -0.064
-0.105 0.190 0.252
-0.212 0.324 -0.071
-0.194 0.061 0.048
0.504 0.086 -0.295
0.009 0.138 0.007

Output
Multiplicity: 5
HOMO-LUMO gap (spin up / spin down), eV: 8.21 / 6.21
Energy above the lowest of the compared OMol25 structures with the same formula, charge and spin, kcal/mol: 38.3
<S²>: 6.013
Calculated total energy, hartree: -4618.45179

---

4.
Formula: C2H4S2
Source: the OMol25 dataset
Level of theory: wB97M-V/def2-TZVPD

Positions of all 8 atoms, in Å:
S  -0.12729  -1.30628  -1.55827
C  0.23622  0.27243  -0.60555
C  -0.21502  0.40117  0.78050
S  1.57282  0.35009  0.56090
H  -0.88079  -1.78020  -0.50000
H  0.44536  1.06204  -1.32062
H  -0.62867  1.39939  1.07189
H  -0.40264  -0.39863  1.57116

Cartesian forces, eV/Å:
-0.473 0.705 1.724
0.389 -2.394 -1.567
-0.388 1.505 2.205
1.397 0.058 0.514
0.552 0.095 -0.994
-1.211 0.343 0.339
0.355 -0.996 -0.186
-0.622 0.684 -2.036

Output
Multiplicity: 1
Structure (SMILES): S[C@H]1CS1
HOMO-LUMO gap, eV: 9.62
Energy above the lowest of the compared OMol25 structures with the same formula, charge and spin, kcal/mol: 25.7
Calculated total energy, hartree: -874.91924

---

Look up the multiplicity of the third one. 5

---

Which value of multiplicity does entry 1 give? 1